# 1
The following is a quantum chemistry calculation of a gas-phase ion, C2H6N3OS (charge +1) in a non-equilibrium geometry, from the OMol25 dataset.

## Properties
DFT total energy (eV): -19512.6517
HOMO level (eV): -13.75
ΔE to the lowest compared entry with this formula, charge and spin (kcal/mol): 128.4

The geometry in ORCA input format:
```
! wB97M-V def2-TZVPD RIJCOSX def2/J DEFGRID3
* xyz 1 1
N -1.219 1.149 0.157
H 0.978 -1.954 -0.436
N -0.884 0.048 0.887
O 1.851 1.384 -0.075
H -0.333 1.626 -1.817
H -1.672 -0.506 1.346
H -0.961 -1.275 -0.861
H -1.885 1.975 0.319
C -0.200 -0.504 -0.468
S 2.340 0.051 0.113
N 1.042 -1.022 -0.437
H 2.177 0.049 1.618
C -0.580 0.881 -0.945
*
```


# 2
The following is a quantum chemistry calculation of a single C25H36N2O5 molecule, from the OMol25 dataset.

## Properties
DFT total energy (eV): -39729.2446
HOMO level (eV): -8.11
ΔE to the lowest compared entry with this formula, charge and spin (kcal/mol): 2.3
SMILES: CCOC(=O)CC1(NC(=O)[C@@H]2CCC(=O)N(CCc3ccc(OC)cc3)C2)CCCCC1

The geometry in ORCA input format:
```
! wB97M-V def2-TZVPD RIJCOSX def2/J DEFGRID3
* xyz 0 1
C 3.668 1.207 2.629
H 3.396 2.882 5.537
C 0.594 -1.304 -3.811
C -4.898 -3.729 -2.456
C 1.221 0.035 -4.185
H 0.471 0.062 -6.200
H 0.297 -1.008 1.432
C 3.922 2.163 3.603
H -1.795 0.656 0.007
H -5.701 -3.594 -4.451
N -0.529 0.517 2.606
H -1.429 -3.169 -3.972
H -1.685 0.365 -2.171
H -5.066 -4.802 -2.342
H 1.226 0.689 -3.310
C 0.192 1.489 0.084
C 2.693 0.246 2.845
C -1.653 -0.426 -4.497
O 0.303 -1.638 -0.820
H -1.313 -0.856 3.961
O -3.538 -3.610 -2.879
H 2.517 -0.495 2.077
H -1.457 -1.067 1.650
C -0.873 -1.136 -3.385
C -0.218 2.477 1.163
H -1.188 2.920 0.923
H 0.632 -1.976 -4.669
H 1.657 1.172 5.909
N -0.948 -0.322 -2.177
H 0.500 3.295 1.247
C 0.847 -0.780 4.211
H 0.166 1.968 -0.898
O -3.427 -1.529 -2.052
C 5.619 3.239 2.327
C -1.012 0.904 -4.888
C 2.223 1.174 4.989
C -0.768 0.301 0.134
H 2.257 -0.123 -4.490
C 0.438 0.698 -5.312
H -2.682 -0.263 -4.172
C 3.190 2.132 4.790
H -1.677 -1.081 -5.371
H 0.827 -1.135 5.242
C -0.509 -0.115 3.909
O -0.299 2.551 3.541
O 4.856 3.155 3.503
C -1.481 -2.523 -3.097
H 4.989 3.413 1.448
C -5.851 -3.130 -3.479
C 1.958 0.213 4.018
C -0.337 1.853 2.543
H 6.283 4.091 2.466
H 0.992 -1.641 3.555
H -5.014 -3.228 -1.490
H 1.149 -1.760 -2.991
H -1.042 1.595 -4.043
H -0.894 -2.987 -2.298
H -6.877 -3.294 -3.162
H -0.694 0.675 4.640
C -0.609 -0.391 1.482
H 6.220 2.337 2.169
H -1.583 1.353 -5.703
H 0.890 1.657 -5.570
H 1.209 1.137 0.266
C -2.911 -2.461 -2.616
C -0.426 -0.679 -0.988
H 4.216 1.195 1.699
H -5.678 -2.060 -3.567
*
```